P | Formula: C4H12N4O8
Source: OMol25
Level of theory: ωB97M-V/def2-TZVPD

## Properties
SMILES string = C[N+](=O)[O-].C[N+](=O)[O-].C[N+](=O)[O-].C[N+](=O)[O-]
Highest occupied orbital energy = -9.560 eV
HOMO-LUMO gap = 0.3113 Ha
LUMO energy = -0.04004 Eh

Geometry as ORCA input:
```
! wB97M-V def2-TZVPD RIJCOSX def2/J DEFGRID3
* xyz 0 1
C -0.462 -0.608 -1.837
N 1.065 -0.635 -1.963
O 1.536 -1.749 -2.221
O 1.695 0.450 -1.927
H -0.667 -1.428 -1.148
H -0.834 -0.648 -2.861
H -0.759 0.259 -1.247
C -0.260 -1.995 1.448
N 0.460 -0.693 1.402
O 0.204 0.201 2.195
O 1.278 -0.578 0.452
H 0.150 -2.759 0.787
H -1.247 -1.700 1.090
H -0.221 -2.474 2.426
C 2.338 1.330 -0.126
N 1.068 1.740 0.635
O 1.140 1.737 1.851
O 0.094 2.068 -0.032
H 2.258 0.254 -0.283
H 3.230 1.599 0.439
H 2.354 1.805 -1.107
C -1.733 1.095 0.227
N -2.476 -0.154 0.370
O -3.653 -0.051 0.874
O -1.997 -1.175 -0.069
H -0.690 0.781 0.205
H -1.881 1.708 1.116
H -1.991 1.617 -0.695
*
```

Results of the natural (NBO) charge analysis, in e, for atoms 1 through 5: -0.488, 0.521, -0.387, -0.406, 0.253

Q | Formula: C4H12N4O8
Source: OMol25
Level of theory: ωB97M-V/def2-TZVPD

## Properties
SMILES string = C[N+](=O)[O-].C[N+](=O)[O-].C[N+](=O)[O-].C[N+](=O)[O-]
Highest occupied orbital energy = -10.280 eV
HOMO-LUMO gap = 0.3549 Ha
LUMO energy = -0.02285 Eh

Geometry as ORCA input:
```
! wB97M-V def2-TZVPD RIJCOSX def2/J DEFGRID3
* xyz 0 1
C -1.420 0.167 2.293
N -0.329 0.059 1.249
O 0.412 1.000 1.178
O -0.190 -0.976 0.669
H -2.178 -0.616 2.317
H -1.775 1.197 2.263
H -0.738 -0.004 3.126
C -0.754 -3.242 -1.929
N -0.207 -3.567 -0.572
O 0.977 -3.400 -0.318
O -1.006 -4.068 0.229
H -1.483 -3.990 -2.242
H 0.080 -3.269 -2.631
H -1.066 -2.198 -1.933
C -0.385 2.921 0.382
N 0.260 4.167 -0.001
O -0.117 4.687 -0.996
O 1.234 4.493 0.651
H 0.228 2.026 0.278
H -1.301 2.744 -0.183
H -0.690 2.982 1.427
C 2.131 -0.220 -0.638
N 0.637 -0.118 -0.919
O 0.164 0.995 -0.837
O 0.047 -1.153 -1.205
H 2.242 -0.107 0.441
H 2.615 0.629 -1.119
H 2.613 -1.137 -0.979
*
```

Results of the natural (NBO) charge analysis, in e, for atoms 1 through 5: -0.478, 0.538, -0.405, -0.343, 0.245

Most stable structure, least stable structure: Q, P.

P | Formula: CH5FOSi
Source: OMol25
Level of theory: ωB97M-V/def2-TZVPD

## Properties
Highest occupied orbital energy = -9.066 eV
HOMO-LUMO gap = 0.3517 Ha
LUMO energy = 0.01850 Eh

Geometry as ORCA input:
```
! wB97M-V def2-TZVPD RIJCOSX def2/J DEFGRID3
* xyz 0 1
C 1.560 -0.544 0.717
O -1.846 0.067 0.438
F 2.394 -0.243 -0.366
Si -0.719 -0.901 -0.075
H 1.803 0.186 1.458
H 1.838 -1.576 0.842
H -2.274 0.117 1.290
H -0.677 -2.145 0.641
H -1.089 -1.216 -1.458
*
```

Results of the natural (NBO) charge analysis, in e, for atoms 1 through 5: -0.213, -1.114, -0.407, 1.319, 0.171

Q | Formula: CH5FOSi
Source: OMol25
Level of theory: ωB97M-V/def2-TZVPD

## Properties
Highest occupied orbital energy = -8.463 eV
HOMO-LUMO gap = 0.3256 Ha
LUMO energy = 0.01458 Eh

Geometry as ORCA input:
```
! wB97M-V def2-TZVPD RIJCOSX def2/J DEFGRID3
* xyz 0 1
C 1.618 -0.393 -0.284
O -1.756 -0.514 0.497
F 2.448 0.370 0.465
Si -0.850 0.771 0.060
H 1.627 -1.321 0.141
H 1.831 -0.542 -1.243
H -1.895 -0.918 1.266
H -1.522 1.065 -1.359
H -0.863 1.888 0.970
*
```

Results of the natural (NBO) charge analysis, in e, for atoms 1 through 5: -0.102, -1.096, -0.376, 1.203, 0.134

Most stable structure, least stable structure: P, Q.

P | Formula: C18H20N2O4S
Source: OMol25
Level of theory: ωB97M-V/def2-TZVPD

## Properties
SMILES string = C=CCNC(=O)c1ccc(N(C)S(=O)(=O)c2ccc(OC)cc2)cc1
Highest occupied orbital energy = -8.783 eV
HOMO-LUMO gap = 0.3389 Ha
LUMO energy = 0.01609 Eh

Geometry as ORCA input:
```
! wB97M-V def2-TZVPD RIJCOSX def2/J DEFGRID3
* xyz 0 1
C -4.830 -1.839 1.205
C -5.160 -0.735 0.564
C -4.228 0.100 -0.265
N -2.838 -0.246 -0.105
C -2.117 -0.836 -1.091
O -2.556 -0.986 -2.216
C -0.721 -1.196 -0.715
C -0.328 -1.518 0.579
C 1.003 -1.726 0.883
C 1.980 -1.595 -0.105
C 1.574 -1.392 -1.426
C 0.243 -1.197 -1.722
H -0.077 -1.019 -2.737
H 2.326 -1.361 -2.197
N 3.346 -1.594 0.172
S 4.146 -0.197 -0.415
O 4.394 -0.350 -1.814
O 5.267 0.025 0.447
C 2.867 1.029 -0.172
C 2.139 1.473 -1.257
C 0.960 2.170 -1.064
C 0.503 2.410 0.230
C 1.288 2.016 1.321
C 2.459 1.319 1.119
H 3.064 0.992 1.950
H 0.937 2.247 2.314
O -0.677 2.997 0.535
C -1.554 3.344 -0.516
H -2.441 3.749 -0.033
H -1.828 2.468 -1.111
H -1.118 4.108 -1.165
H 0.394 2.492 -1.923
H 2.498 1.253 -2.250
C 3.820 -2.099 1.438
H 4.905 -2.049 1.415
H 3.504 -3.136 1.549
H 3.464 -1.514 2.293
H 1.278 -1.961 1.899
H -1.057 -1.618 1.372
H -2.440 -0.140 0.814
H -4.374 1.160 -0.019
H -4.462 -0.041 -1.327
H -6.175 -0.362 0.596
H -5.548 -2.400 1.777
H -3.831 -2.242 1.172
*
```

Results of the natural (NBO) charge analysis, in e, for atoms 1 through 5: -0.404, -0.178, -0.273, -0.615, 0.667

Q | Formula: C18H20N2O4S
Source: OMol25
Level of theory: ωB97M-V/def2-TZVPD

## Properties
SMILES string = COc1cccc(S(=O)(=O)Nc2cccc(C(=O)N3CCCC3)c2)c1
Highest occupied orbital energy = -9.069 eV
HOMO-LUMO gap = 0.3429 Ha
LUMO energy = 0.00960 Eh

Geometry as ORCA input:
```
! wB97M-V def2-TZVPD RIJCOSX def2/J DEFGRID3
* xyz 0 1
C -1.188 -2.038 -2.191
H -0.371 -2.462 -2.781
H -2.134 -2.437 -2.551
H -1.192 -0.949 -2.292
O -1.105 -2.424 -0.835
C -0.017 -2.058 -0.117
C 1.088 -1.385 -0.630
C 2.108 -1.019 0.227
C 2.083 -1.311 1.571
C 0.997 -2.013 2.076
C -0.044 -2.373 1.246
H -0.903 -2.903 1.628
H 0.957 -2.267 3.124
H 2.901 -0.988 2.194
S 3.417 0.016 -0.436
O 4.279 0.418 0.629
O 3.990 -0.568 -1.611
N 2.538 1.355 -0.987
C 1.404 1.659 -0.228
C 0.129 1.577 -0.774
C -0.993 1.739 0.027
C -0.836 2.070 1.368
C 0.437 2.195 1.900
C 1.555 1.964 1.121
H 2.550 2.012 1.532
H 0.558 2.460 2.940
H -1.701 2.248 1.987
C -2.318 1.527 -0.632
O -2.567 1.988 -1.735
N -3.212 0.763 0.027
C -2.996 -0.067 1.195
C -3.861 -1.295 0.921
H -3.336 -1.972 0.247
C -5.077 -0.683 0.226
H -5.754 -0.258 0.968
C -4.468 0.425 -0.631
H -4.255 0.091 -1.652
H -5.105 1.310 -0.700
H -5.629 -1.405 -0.372
H -4.120 -1.831 1.831
H -3.351 0.450 2.096
H -1.939 -0.307 1.320
H -0.004 1.372 -1.827
H 2.367 1.277 -1.980
H 1.179 -1.143 -1.676
*
```

Results of the natural (NBO) charge analysis, in e, for atoms 1 through 5: -0.258, 0.183, 0.205, 0.185, -0.512

Most stable structure, least stable structure: Q, P.

P | Formula: C2H8N4O
Source: OMol25
Level of theory: ωB97M-V/def2-TZVPD

## Properties
Highest occupied orbital energy (spin up / spin down) = -20.894 / -20.897 eV
HOMO-LUMO gap (spin up / spin down) = 0.2868 / 0.2870 Ha
LUMO energy (spin up / spin down) = -0.48102 / -0.48095 Eh

Geometry as ORCA input:
```
! wB97M-V def2-TZVPD RIJCOSX def2/J DEFGRID3
* xyz 2 1
C 1.082 -1.111 0.701
C -0.204 1.814 -0.188
N -0.257 -1.641 0.713
N 1.208 -0.070 -0.281
N -1.128 -0.801 0.162
N 0.200 0.554 -0.807
O 2.008 -1.416 1.389
H -0.200 1.657 0.922
H 0.311 2.830 -0.441
H -1.309 1.852 -0.433
H -0.351 -2.720 0.780
H 2.016 -0.188 -0.968
H -1.826 -1.247 -0.456
H -1.680 -0.117 0.695
H 0.130 0.604 -1.789
*
```

Results of the natural (NBO) charge analysis, in e, for atoms 1 through 5: 0.710, -0.492, -0.347, -0.336, -0.352

Q | Formula: C2H8N4O
Source: OMol25
Level of theory: ωB97M-V/def2-TZVPD

## Properties
Highest occupied orbital energy (spin up / spin down) = -19.358 / -19.392 eV
HOMO-LUMO gap (spin up / spin down) = 0.2905 / 0.3133 Ha
LUMO energy (spin up / spin down) = -0.42092 / -0.39937 Eh

Geometry as ORCA input:
```
! wB97M-V def2-TZVPD RIJCOSX def2/J DEFGRID3
* xyz 2 1
C 1.290 0.522 -0.962
C 2.121 -1.629 -0.308
N 1.317 -0.751 -0.698
N 0.413 1.390 -0.598
N -0.971 0.342 0.758
N -2.159 0.023 0.125
O 3.297 -1.487 0.318
H 2.131 0.824 -1.719
H 1.822 -2.590 -0.542
H 0.257 2.374 -0.808
H -1.202 1.180 1.330
H -1.786 -0.283 -0.857
H -3.043 0.641 0.285
H -2.300 -0.977 0.506
H 3.554 -2.354 0.631
*
```

Results of the natural (NBO) charge analysis, in e, for atoms 1 through 5: 0.333, 0.555, -0.508, -0.380, -0.169

Most stable structure, least stable structure: Q, P.

P | Formula: C9H15ClN3
Source: OMol25
Level of theory: ωB97M-V/def2-TZVPD

## Properties
SMILES string = C[N@@H+]1C[C@]1(C)CN1C=CC(Cl)=NC1
Highest occupied orbital energy = -11.339 eV
HOMO-LUMO gap = 0.3007 Ha
LUMO energy = -0.11599 Eh

Geometry as ORCA input:
```
! wB97M-V def2-TZVPD RIJCOSX def2/J DEFGRID3
* xyz 1 1
C 2.913 0.311 -1.154
C 1.615 0.263 -0.798
C 3.728 0.698 0.031
C -0.040 0.125 0.840
C 1.923 1.580 1.194
C -1.227 0.060 -0.164
C -1.790 1.397 -0.631
C -1.309 -1.068 -1.178
C -2.375 -2.214 0.817
N 3.281 1.199 1.082
N 1.126 0.778 0.345
N -2.319 -1.032 -0.111
Cl 5.336 0.129 0.008
H 3.254 -0.301 -1.929
H -0.314 0.670 1.827
H 0.063 -0.945 1.079
H 1.698 1.661 2.233
H 1.848 2.708 0.901
H -2.377 1.332 -1.571
H -0.840 2.150 -0.757
H -2.400 1.898 0.251
H -1.611 -0.921 -2.271
H -0.687 -1.903 -1.127
H 0.951 -0.316 -1.438
H -2.506 -1.884 1.756
H -3.196 -2.824 0.377
H -1.469 -2.784 0.577
H -3.276 -0.764 -0.188
*
```

Results of the natural (NBO) charge analysis, in e, for atoms 1 through 5: -0.362, 0.063, 0.241, -0.209, -0.063

Q | Formula: C9H15ClN3
Source: OMol25
Level of theory: ωB97M-V/def2-TZVPD

## Properties
SMILES string = CN1C2=CC(Cl)=NC[N@@H+]2CC1(C)C
Highest occupied orbital energy = -12.549 eV
HOMO-LUMO gap = 0.3218 Ha
LUMO energy = -0.13940 Eh

Geometry as ORCA input:
```
! wB97M-V def2-TZVPD RIJCOSX def2/J DEFGRID3
* xyz 1 1
C -0.333 -1.341 2.670
C -0.253 -0.581 1.558
C -0.408 -0.651 3.981
C -0.559 1.314 0.225
C -1.098 1.204 2.753
C 0.104 0.227 -0.702
C -0.247 0.257 -2.167
C 1.690 0.372 -0.777
C -0.428 -2.217 -0.483
N -0.754 0.566 3.965
N -0.376 -0.925 -0.011
N -0.163 0.915 1.642
Cl -0.137 -1.430 5.461
H -0.530 -2.406 2.524
H -0.264 2.311 0.099
H -1.589 1.308 0.226
H -2.159 1.024 2.466
H -0.946 2.248 2.929
H 0.479 -0.560 -2.536
H 0.184 1.238 -2.461
H -1.385 0.016 -2.336
H 2.076 -0.017 0.175
H 2.093 1.433 -0.903
H 2.094 -0.249 -1.499
H -1.454 -2.563 -0.888
H 0.320 -2.433 -1.299
H -0.207 -3.062 0.345
H 0.773 1.311 1.915
*
```

Results of the natural (NBO) charge analysis, in e, for atoms 1 through 5: -0.348, 0.382, 0.238, -0.188, -0.073

Most stable structure, least stable structure: Q, P.

P | Formula: C2H9NO2
Source: OMol25
Level of theory: ωB97M-V/def2-TZVPD

## Properties
Highest occupied orbital energy = -8.949 eV
HOMO-LUMO gap = 0.2864 Ha
LUMO energy = -0.04245 Eh

Geometry as ORCA input:
```
! wB97M-V def2-TZVPD RIJCOSX def2/J DEFGRID3
* xyz 0 1
C 0.607 0.608 -1.489
C 1.403 0.163 0.259
N 0.149 -0.005 -0.204
H 0.651 1.635 -1.227
H -0.063 0.475 -2.312
H 1.545 0.328 -1.880
H 2.229 -0.584 0.364
H 1.740 1.173 0.628
H -0.339 0.923 1.187
H -0.970 1.159 2.428
O -0.286 1.662 1.915
H -1.682 -2.356 0.345
H -0.907 -1.638 -0.704
O -1.628 -2.375 -0.667
*
```

Results of the natural (NBO) charge analysis, in e, for atoms 1 through 5: -0.446, 0.246, -0.711, 0.197, 0.256

Q | Formula: C2H9NO2
Source: OMol25
Level of theory: ωB97M-V/def2-TZVPD

## Properties
SMILES string = NCO.CO
Highest occupied orbital energy = -9.695 eV
HOMO-LUMO gap = 0.3848 Ha
LUMO energy = 0.02849 Eh

Geometry as ORCA input:
```
! wB97M-V def2-TZVPD RIJCOSX def2/J DEFGRID3
* xyz 0 1
C -1.367 -1.197 1.096
O -1.671 -0.041 0.144
H -2.203 -1.705 1.339
H -0.625 -1.820 0.611
H -0.731 -0.845 1.928
H -1.339 -0.389 -0.722
N 1.039 1.251 0.509
C 1.463 0.214 -0.347
O 0.591 -0.146 -1.308
H 1.117 2.126 -0.001
H 0.042 1.077 0.736
H 2.472 0.441 -0.821
H 1.583 -0.727 0.199
H 0.473 0.479 -2.011
*
```

Results of the natural (NBO) charge analysis, in e, for atoms 1 through 5: -0.263, -0.763, 0.180, 0.174, 0.181

R | Formula: C2H9NO2
Source: OMol25
Level of theory: ωB97M-V/def2-TZVPD

## Properties
SMILES string = NCCO.O
Highest occupied orbital energy = -8.996 eV
HOMO-LUMO gap = 0.3637 Ha
LUMO energy = 0.03311 Eh

Geometry as ORCA input:
```
! wB97M-V def2-TZVPD RIJCOSX def2/J DEFGRID3
* xyz 0 1
C 0.344 -1.495 -0.719
O 1.170 -1.926 -1.793
C -0.488 -0.290 -1.082
N 0.307 0.876 -1.357
H -0.192 -2.345 -0.315
H 1.051 -1.302 0.102
H 0.702 -2.254 -2.568
H -1.060 -0.599 -1.971
H -1.262 -0.061 -0.333
H 0.343 1.081 -2.347
H 1.209 0.854 -0.903
H -1.587 2.600 4.993
H -0.257 2.014 4.256
O -1.136 2.398 4.174
*
```

Results of the natural (NBO) charge analysis, in e, for atoms 1 through 5: -0.076, -0.735, -0.244, -0.846, 0.167

Most stable structure, least stable structure: R, P.